[1]
Entry from OMol25: an isolated ion of composition C8H10NO4S3 and charge -1 at a distorted geometry (ωB97M-V with the def2-TZVPD basis set).

Positions of all 26 atoms, in Å:
1 O 4.594 -2.574 0.447
2 S 4.387 -1.155 -0.211
3 O 4.559 -1.361 -1.751
4 S 5.955 0.052 0.622
5 N 2.789 -0.635 0.269
6 S 2.337 0.883 -0.476
7 O 2.276 0.733 -2.016
8 O 3.399 2.015 -0.198
9 C 0.730 1.476 0.311
10 C -0.575 1.376 -0.674
11 C -1.764 0.372 -0.163
12 C -3.150 0.343 -1.097
13 C -4.428 -0.630 -0.758
14 C -4.361 -1.637 0.539
15 C -3.022 -1.615 1.489
16 C -1.721 -0.627 1.135
17 H 5.434 0.849 1.668
18 H 0.865 2.634 0.568
19 H 0.630 0.922 1.336
20 H -0.307 1.040 -1.786
21 H -1.074 2.452 -0.799
22 H -3.189 1.053 -2.048
23 H -5.358 -0.607 -1.478
24 H -5.261 -2.371 0.802
25 H -2.968 -2.318 2.444
26 H -0.776 -0.671 1.823

Summary:
Multiplicity ... 1
SMILES ... O=S(=O)(S)N=[S@](=O)([O-])CCc1ccccc1
Net charge ... -1
Electronic energy ... -1860.74913 hartree
Lowest unoccupied orbital energy ... 0.0791 Ha

***

[2]
Entry from OMol25: C15H32Br2N3 as an isolated structure at a distorted geometry (ωB97M-V with the def2-TZVPD basis set).

Positions of all 52 atoms, in Å:
1 C -2.711 -2.360 2.318
2 C -2.005 -0.926 2.317
3 C -2.751 0.159 1.459
4 N -4.247 0.207 1.708
5 C -4.614 0.821 3.026
6 C -3.910 2.232 3.276
7 N -2.423 2.104 3.115
8 C -2.240 1.664 1.711
9 C -0.826 1.949 1.103
10 Br -0.823 2.740 -0.721
11 C 0.405 1.741 1.704
12 C 0.518 1.131 3.142
13 Br 2.038 2.208 0.695
14 H -2.180 -2.968 3.109
15 H -3.782 -2.242 2.669
16 H -2.659 -2.831 1.304
17 H -0.985 -1.066 1.848
18 H -1.831 -0.653 3.391
19 H -2.586 -0.117 0.374
20 H -4.626 0.836 0.979
21 H -4.694 -0.705 1.543
22 H -5.729 1.027 2.976
23 H -4.448 0.140 3.904
24 H -4.337 3.027 2.597
25 H -4.084 2.614 4.326
26 H -2.148 1.381 3.784
27 H -2.965 2.298 1.108
28 H 1.597 1.271 3.461
29 H 0.368 0.010 3.149
30 H -0.094 1.660 3.920
31 C 4.767 0.872 -2.252
32 C 4.395 -0.242 -3.221
33 N 3.541 -1.268 -2.639
34 C 3.406 -2.451 -3.484
35 C 2.712 -2.285 -4.836
36 C 2.308 -0.799 -2.023
37 C 1.323 -0.023 -2.900
38 H 5.250 0.473 -1.358
39 H 5.467 1.560 -2.732
40 H 3.896 1.458 -1.948
41 H 5.329 -0.710 -3.546
42 H 3.943 0.207 -4.116
43 H 2.896 -3.239 -2.920
44 H 4.411 -2.846 -3.667
45 H 1.630 -2.201 -4.730
46 H 2.900 -3.167 -5.454
47 H 3.078 -1.420 -5.391
48 H 2.572 -0.168 -1.169
49 H 1.784 -1.649 -1.574
50 H 1.818 0.709 -3.541
51 H 0.620 0.524 -2.266
52 H 0.730 -0.688 -3.528

Summary:
Multiplicity ... 1
Net charge ... +1
Electronic energy ... -5902.70532 hartree
Lowest unoccupied orbital energy ... -0.1203 Ha

***

[3]
Entry from OMol25: C29H29Cl2N6O3PS4Y as an isolated structure at a distorted geometry (ωB97M-V with the def2-TZVPD basis set).

Positions of all 75 atoms, in Å:
1 Y -0.822 0.020 -1.450
2 N 0.888 2.401 -5.015
3 C 0.735 1.325 -4.205
4 S -0.671 0.381 -4.397
5 N 1.748 1.007 -3.432
6 N 1.537 0.097 -2.487
7 C 2.575 -0.438 -1.900
8 C 3.949 -0.144 -2.360
9 C 4.752 -1.164 -2.865
10 C 5.993 -0.872 -3.402
11 C 6.445 0.436 -3.431
12 C 5.654 1.453 -2.923
13 C 4.409 1.170 -2.392
14 C 2.321 -1.376 -0.833
15 C 3.362 -1.889 -0.042
16 C 3.076 -2.829 0.923
17 C 1.757 -3.236 1.092
18 C 0.780 -2.640 0.314
19 N 1.038 -1.731 -0.615
20 H 0.064 2.675 -5.525
21 H 1.528 3.119 -4.713
22 H 4.379 -2.179 -2.863
23 H 6.596 -1.667 -3.819
24 H 7.408 0.665 -3.862
25 H 6.009 2.472 -2.959
26 H 3.781 1.959 -2.009
27 H 4.366 -1.529 -0.209
28 H 3.861 -3.236 1.544
29 H 1.494 -3.997 1.809
30 H -0.264 -2.907 0.427
31 S 0.548 2.331 -0.662
32 C -0.996 3.071 -0.471
33 S -2.354 2.222 -1.110
34 C -1.132 4.294 0.159
35 C -0.047 4.974 0.718
36 N 0.814 5.557 1.217
37 C -2.385 4.882 0.358
38 N -3.405 5.376 0.566
39 Cl -3.335 -0.396 -3.013
40 C -4.516 -0.963 -1.895
41 C -5.842 -0.650 -2.118
42 C -6.812 -1.116 -1.248
43 C -6.445 -1.903 -0.168
44 C -5.114 -2.208 0.040
45 Cl -4.701 -3.228 1.372
46 C -4.095 -1.731 -0.799
47 S -2.432 -2.121 -0.519
48 H -6.101 -0.045 -2.972
49 H -7.849 -0.869 -1.411
50 H -7.189 -2.279 0.519
51 C -1.199 -3.247 3.437
52 C -1.752 -1.926 2.926
53 O -0.711 -0.962 2.850
54 P -0.582 0.053 1.558
55 O 0.467 1.035 2.274
56 C 1.852 1.118 1.986
57 C 2.640 0.312 3.003
58 O -1.921 0.949 1.658
59 C -2.212 1.861 2.723
60 C -2.990 1.205 3.855
61 H -2.022 -3.941 3.589
62 H -0.678 -3.093 4.380
63 H -0.508 -3.674 2.717
64 H -2.515 -1.562 3.622
65 H -2.224 -2.059 1.947
66 H 2.100 2.182 2.035
67 H 2.065 0.771 0.969
68 H 2.401 0.656 4.006
69 H 3.705 0.430 2.822
70 H 2.369 -0.739 2.921
71 H -2.814 2.650 2.264
72 H -1.278 2.292 3.095
73 H -3.765 0.559 3.447
74 H -3.457 1.972 4.470
75 H -2.328 0.614 4.481

Summary:
Multiplicity ... 1
Net charge ... -1
Electronic energy ... -4569.87879 hartree
Lowest unoccupied orbital energy ... 0.0543 Ha

***

[4]
Entry from OMol25: C17H30F6O7Zn as an isolated structure at a distorted geometry (ωB97M-V with the def2-TZVPD basis set).

Positions of all 61 atoms, in Å:
1 Zn 0.533 -0.062 0.198
2 C -1.440 0.583 -2.092
3 O -2.106 0.419 -0.811
4 O -0.127 0.550 -1.648
5 C -1.967 -0.321 -3.273
6 F -3.227 -0.205 -3.473
7 F -1.439 -0.004 -4.467
8 F -1.664 -1.566 -3.007
9 C -3.479 0.821 -0.713
10 C -3.954 0.768 0.728
11 H -4.952 1.200 0.795
12 H -3.971 -0.283 1.017
13 H -3.262 1.262 1.410
14 H -4.157 0.156 -1.250
15 H -3.621 1.840 -1.071
16 H -1.591 1.641 -2.308
17 C 3.056 0.540 1.237
18 O 2.415 1.210 0.185
19 O 2.068 -0.393 1.560
20 C 4.541 0.070 0.939
21 F 4.668 -0.480 -0.216
22 F 5.441 1.060 0.996
23 F 5.028 -0.834 1.808
24 C 2.960 2.528 -0.078
25 C 2.385 3.007 -1.444
26 H 2.739 4.004 -1.704
27 H 2.812 2.411 -2.250
28 H 1.296 2.959 -1.407
29 H 4.047 2.575 -0.144
30 H 2.726 3.282 0.673
31 H 3.111 1.257 2.056
32 C -1.409 3.706 0.559
33 C -0.521 2.823 1.432
34 O -0.327 1.648 1.090
35 C 0.102 3.267 2.707
36 H -2.453 3.448 0.741
37 H -1.078 3.591 -0.473
38 H -1.302 4.732 0.910
39 H 0.697 2.479 3.169
40 H -0.651 3.583 3.430
41 H 0.695 4.179 2.643
42 C 1.431 -3.346 -2.564
43 C 1.357 -2.991 -1.107
44 O 1.295 -1.797 -0.779
45 C 1.607 -4.008 0.016
46 H 1.164 -4.372 -2.817
47 H 2.482 -3.257 -2.841
48 H 0.818 -2.676 -3.166
49 H 1.074 -4.952 -0.087
50 H 1.227 -3.593 0.950
51 H 2.673 -4.139 0.206
52 C -2.581 -2.745 0.312
53 C -1.505 -2.285 1.335
54 O -0.744 -1.357 1.132
55 C -1.163 -3.233 2.493
56 H -2.144 -2.665 -0.683
57 H -3.453 -2.091 0.313
58 H -2.876 -3.788 0.425
59 H -0.144 -3.024 2.819
60 H -1.379 -4.277 2.265
61 H -1.761 -2.854 3.322

Summary:
Multiplicity ... 1
Net charge ... 0
Electronic energy ... -3570.93271 hartree
Lowest unoccupied orbital energy ... 0.0154 Ha

***

[5]
Entry from OMol25: a 2-piece molecular cluster, C6H12O overall at a distorted geometry (ωB97M-V with the def2-TZVPD basis set).

Positions of all 19 atoms, in Å:
1 C 1.865 0.480 -0.304
2 C 0.745 0.228 0.353
3 C -0.556 -0.130 -0.245
4 C -1.552 0.734 -0.436
5 C -0.724 -1.560 -0.731
6 C -0.052 -2.662 0.103
7 H 2.857 0.656 0.097
8 H 1.939 0.469 -1.385
9 H 0.702 0.308 1.437
10 H -1.489 1.814 -0.474
11 H -2.497 0.368 -0.828
12 H -1.780 -1.841 -0.672
13 H -0.457 -1.583 -1.788
14 H -0.722 -2.918 0.922
15 H 1.017 -2.543 0.254
16 H -0.118 -3.612 -0.454
17 O -0.073 4.077 1.258
18 H 0.657 4.540 1.676
19 H 0.237 3.173 1.218

Summary:
Multiplicity ... 1
SMILES ... C=CC(=C)CC.O
Net charge ... 0
Electronic energy ... -310.98211 hartree
Lowest unoccupied orbital energy ... 0.0319 Ha

***

[6]
Entry from OMol25: one molecule with the formula H2O (ωB97M-V with the def2-TZVPD basis set).

Positions of all 3 atoms, in Å:
1 O 0.123 -0.318 0.216
2 H 0.620 0.459 -0.084
3 H -0.743 -0.141 -0.132

Summary:
Multiplicity ... 1
SMILES ... O
Net charge ... 0
Electronic energy ... -76.43316 hartree
Lowest unoccupied orbital energy ... 0.0398 Ha

***

[7]
Entry from OMol25: C31H44MoN5O6SSi as an isolated structure (ωB97M-V with the def2-TZVPD basis set).

Positions of all 89 atoms, in Å:
1 Mo -0.939 0.480 -0.116
2 C -0.282 1.550 -4.113
3 O -1.061 0.558 -4.784
4 C -1.464 -0.557 -4.176
5 C -1.920 -1.580 -5.033
6 C -2.365 -2.797 -4.568
7 C -2.376 -3.060 -3.202
8 C -1.963 -2.067 -2.320
9 C -2.014 -2.325 -0.921
10 N -1.661 -1.508 0.035
11 N -1.939 -1.980 1.314
12 C -1.854 -1.027 2.164
13 O -1.449 0.182 1.651
14 C -2.161 -1.088 3.577
15 C -1.891 0.003 4.407
16 C -2.225 -0.065 5.747
17 C -2.829 -1.209 6.253
18 C -3.090 -2.299 5.428
19 C -2.758 -2.245 4.089
20 C -1.529 -0.820 -2.813
21 O -1.178 0.111 -1.878
22 H 0.103 2.190 -4.900
23 H 0.548 1.091 -3.573
24 H -0.904 2.140 -3.439
25 H -1.899 -1.365 -6.094
26 H -2.700 -3.549 -5.268
27 H -2.695 -4.022 -2.823
28 H -2.416 -3.277 -0.588
29 H -1.415 0.890 4.010
30 H -2.016 0.771 6.400
31 H -3.104 -1.253 7.299
32 H -3.555 -3.187 5.833
33 H -2.961 -3.084 3.438
34 C 5.932 2.973 -2.452
35 C 6.025 1.473 -2.276
36 C 5.036 0.724 -3.146
37 C 7.443 0.962 -2.442
38 O 5.633 1.236 -0.846
39 Si 5.634 -0.033 0.074
40 S 1.126 0.563 0.072
41 O 5.516 0.132 1.626
42 C 5.725 1.273 2.578
43 C 5.590 0.654 3.952
44 C 4.644 2.297 2.295
45 C 7.117 1.819 2.327
46 O 5.653 -1.462 -0.564
47 C 5.960 -2.834 -0.024
48 C 4.833 -3.206 0.916
49 C 7.299 -2.747 0.683
50 C 6.013 -3.720 -1.248
51 H 6.233 3.236 -3.465
52 H 6.594 3.487 -1.756
53 H 4.912 3.321 -2.293
54 H 5.297 0.865 -4.195
55 H 4.025 1.106 -2.992
56 H 5.057 -0.346 -2.936
57 H 7.794 1.175 -3.452
58 H 7.493 -0.120 -2.296
59 H 8.118 1.456 -1.743
60 H 4.594 0.233 4.094
61 H 5.753 1.419 4.710
62 H 6.330 -0.132 4.097
63 H 3.655 1.863 2.458
64 H 4.718 2.674 1.274
65 H 4.758 3.142 2.974
66 H 7.867 1.038 2.453
67 H 7.335 2.610 3.043
68 H 7.200 2.246 1.325
69 H 4.762 -2.500 1.746
70 H 5.022 -4.195 1.334
71 H 3.882 -3.240 0.383
72 H 7.244 -2.094 1.557
73 H 8.073 -2.387 0.005
74 H 7.594 -3.737 1.029
75 H 5.052 -3.736 -1.760
76 H 6.259 -4.737 -0.944
77 H 6.780 -3.379 -1.943
78 N -5.099 3.836 0.073
79 C -3.771 3.727 0.041
80 C -3.113 2.481 -0.058
81 N -1.778 2.433 -0.081
82 C -1.055 3.567 -0.013
83 C -1.736 4.774 0.078
84 N -3.049 4.857 0.108
85 H -5.715 3.043 0.032
86 H -5.504 4.757 0.149
87 H -3.663 1.549 -0.114
88 H 0.020 3.499 -0.029
89 H -1.182 5.704 0.133

Summary:
Multiplicity ... 1
Net charge ... +3
Electronic energy ... -2688.01466 hartree
Lowest unoccupied orbital energy ... -0.3886 Ha

***

[8]
Entry from OMol25: C19H19N2O5V as an isolated structure at a distorted geometry (ωB97M-V with the def2-TZVPD basis set).

Positions of all 46 atoms, in Å:
1 V 0.108 -0.560 -0.140
2 O -2.106 -1.130 -0.543
3 C -2.606 -0.583 -1.774
4 C -2.293 0.886 -1.670
5 N -0.851 1.032 -1.315
6 C -0.679 2.138 -0.326
7 C -0.848 1.652 1.108
8 O -1.086 2.323 2.040
9 O -0.583 0.274 1.232
10 C 0.003 1.275 -2.494
11 C 1.442 1.034 -2.077
12 O 2.430 1.513 -2.476
13 O 1.452 0.061 -1.034
14 H -2.712 -1.749 -0.118
15 H -3.678 -0.738 -1.879
16 H -2.099 -1.067 -2.613
17 H -2.876 1.303 -0.851
18 H -2.528 1.442 -2.579
19 H -1.364 2.959 -0.537
20 H 0.335 2.542 -0.390
21 H -0.101 2.288 -2.888
22 H -0.241 0.567 -3.290
23 N 0.326 -2.206 -0.091
24 C 0.901 -3.409 -0.064
25 C 1.976 -3.607 0.881
26 C 2.861 -2.556 1.179
27 C 3.868 -2.745 2.100
28 C 3.981 -3.967 2.762
29 C 3.097 -5.005 2.490
30 C 2.104 -4.838 1.546
31 C 0.425 -4.439 -0.953
32 C -0.864 -4.370 -1.512
33 C -1.301 -5.361 -2.359
34 C -0.453 -6.420 -2.686
35 C 0.834 -6.485 -2.165
36 C 1.276 -5.504 -1.299
37 H 2.806 -1.623 0.633
38 H 4.573 -1.951 2.304
39 H 4.764 -4.107 3.495
40 H 3.182 -5.943 3.021
41 H 1.395 -5.633 1.355
42 H -1.516 -3.553 -1.238
43 H -2.301 -5.329 -2.769
44 H -0.799 -7.195 -3.357
45 H 1.492 -7.296 -2.442
46 H 2.289 -5.531 -0.923

Summary:
Multiplicity ... 1
Net charge ... +2
Electronic energy ... -2164.55336 hartree
Lowest unoccupied orbital energy (alpha / beta) ... -0.3333 / -0.3334 Ha

***

[9]
Entry from OMol25: C19H16BrNO3PPd as an isolated structure (ωB97M-V with the def2-TZVPD basis set).

Positions of all 42 atoms, in Å:
1 Pd 0.110 -0.163 -0.056
2 O -2.167 0.204 -4.810
3 C -1.005 0.303 -4.094
4 C 0.198 0.667 -4.693
5 C 1.314 0.739 -3.882
6 N 1.307 0.501 -2.572
7 C 0.150 0.144 -2.000
8 Br -0.976 -2.413 -0.275
9 C -1.033 0.031 -2.741
10 H -1.971 0.378 -5.736
11 H 0.263 0.885 -5.754
12 H 2.273 1.018 -4.311
13 H -1.948 -0.297 -2.266
14 O 0.761 0.825 4.043
15 C 0.742 0.724 2.820
16 O 0.167 -0.170 2.121
17 C 1.526 1.792 2.005
18 P 0.702 1.911 0.398
19 C 1.645 3.099 -0.605
20 C 1.059 4.120 -1.345
21 C 1.842 4.966 -2.118
22 C 3.218 4.802 -2.164
23 C 3.811 3.780 -1.434
24 C 3.028 2.933 -0.667
25 C -0.889 2.716 0.774
26 C -1.816 2.786 -0.273
27 C -3.098 3.259 -0.059
28 C -3.490 3.650 1.215
29 C -2.589 3.568 2.262
30 C -1.295 3.109 2.044
31 H 2.531 1.388 1.868
32 H 1.607 2.745 2.528
33 H -0.011 4.272 -1.314
34 H 1.369 5.758 -2.684
35 H 3.825 5.465 -2.767
36 H 4.883 3.636 -1.468
37 H 3.499 2.126 -0.119
38 H -1.539 2.427 -1.258
39 H -3.801 3.295 -0.882
40 H -4.501 3.996 1.391
41 H -2.888 3.848 3.264
42 H -0.617 3.038 2.885

Summary:
Multiplicity ... 1
Net charge ... -1
Electronic energy ... -4057.51110 hartree
Lowest unoccupied orbital energy ... 0.0954 Ha

***

[10]
Entry from OMol25: a 3-piece molecular cluster, C2H11NO2S overall at a distorted geometry (ωB97M-V with the def2-TZVPD basis set).

Positions of all 17 atoms, in Å:
1 N 0.798 -1.944 1.306
2 C 0.791 -1.011 0.155
3 C 0.005 -1.651 -0.976
4 S -0.417 -0.487 -2.311
5 H 1.305 -1.545 2.084
6 H -0.146 -2.159 1.595
7 H 1.815 -0.762 -0.104
8 H 0.256 -0.118 0.485
9 H 0.676 -2.314 -1.483
10 H -0.845 -2.214 -0.601
11 H -1.108 0.349 -1.525
12 O 0.505 2.651 0.137
13 H 1.080 2.902 -0.590
14 H 0.710 3.219 0.891
15 O -1.805 1.309 0.427
16 H -2.541 1.932 0.469
17 H -1.078 1.843 0.041

Summary:
Multiplicity ... 1
SMILES ... NCCS.O.O
Net charge ... 0
Electronic energy ... -686.20475 hartree
Lowest unoccupied orbital energy ... 0.0114 Ha

***

[11]
Entry from OMol25: one molecule with the formula C3H4N2O (ωB97M-V with the def2-TZVPD basis set).

Positions of all 10 atoms, in Å:
1 C 0.294 1.221 -1.015
2 C -0.089 0.039 -0.197
3 N 0.687 -0.350 0.876
4 C -0.010 -1.320 1.360
5 O -1.127 -1.581 0.690
6 N -1.174 -0.664 -0.359
7 H -0.413 1.417 -1.823
8 H 0.333 2.086 -0.345
9 H 1.296 1.068 -1.425
10 H 0.203 -1.917 2.237

Summary:
Multiplicity ... 1
SMILES ... Cc1ncon1
Net charge ... 0
Electronic energy ... -301.43441 hartree
Lowest unoccupied orbital energy ... 0.0387 Ha